# 1
DFT (ωB97M-V/def2-TZVPD) results for a cluster of 2 separate species, C9H13PS in total in a non-equilibrium geometry.

Geometry as XYZ:
```
24
Properties=species:S:1:pos:R:3
C -4.80183 0.13431 0.95645
C -4.35211 -0.76151 0.04833
C -4.03091 1.24445 1.27189
C -3.11720 -0.54791 -0.62641
C -2.86205 1.48919 0.61984
C -2.38507 0.60096 -0.36114
C 2.50615 2.00659 0.42942
C 3.74924 -0.19230 0.55338
C 2.38294 0.55792 0.14405
P -0.81774 0.98010 -1.31485
S 0.90437 -0.34820 0.75248
H -5.73033 0.09837 1.49802
H -4.89962 -1.56994 -0.20496
H -4.28632 1.79275 2.06559
H -2.81795 -1.18475 -1.52037
H -2.28960 2.34536 0.97436
H 1.77316 2.48241 -0.14965
H 2.20192 2.20776 1.55627
H 3.55378 2.48060 0.38635
H 4.27440 0.33404 1.42028
H 4.45636 -0.05776 -0.16442
H 3.66006 -1.31440 0.85072
H 2.31903 0.43016 -0.96580
H -0.81353 -0.41025 -1.72584
```

The relative energy (zero: lowest compared OMol25 entry of this formula, charge and spin) comes out at 2.321 eV. Its charge is 0. The value obtained for the HOMO-LUMO gap (spin up / spin down) is 6.831 / 6.677 eV. The molar mass is 184.24 g mol⁻¹. As for the strongest force on any atom: 4.4 eV/Å.

Atom charges from the natural (NBO) analysis, given in e for atoms 1 to 5: number 1, C, carries -0.19; number 2, C, carries -0.20; number 3, C, carries -0.20; number 4, C, carries -0.19; number 5, C, carries -0.20

# 2
DFT (ωB97M-V/def2-TZVPD) results for a cluster of 2 separate species, C2H2N3O3 in total in a non-equilibrium geometry.

Geometry as XYZ:
```
10
Properties=species:S:1:pos:R:3
C -3.61615 0.78739 -0.03229
C -3.50884 -0.58549 -0.01784
N -3.74370 1.94078 0.02344
N -1.10722 -0.39191 -0.12262
N -0.06451 0.28072 0.03196
O -1.13158 -1.59164 -0.09094
O -3.27932 -1.67294 0.10655
O 1.20240 -0.21446 0.03521
H 0.07103 1.20755 -0.27836
H 1.09330 -1.01067 0.56011
```

The relative energy (zero: lowest compared OMol25 entry of this formula, charge and spin) comes out at 7.552 eV. Its charge is +1. The value obtained for the HOMO-LUMO gap (spin up / spin down) is 7.830 / 7.828 eV. The molar mass is 116.06 g mol⁻¹. As for the strongest force on any atom: 2.5 eV/Å.

Atom charges from the natural (NBO) analysis, given in e for atoms 1 to 5: number 1, C, carries 0.03; number 2, C, carries 0.81; number 3, N, carries 0.05; number 4, N, carries 0.18; number 5, N, carries -0.04

# 3
DFT (ωB97M-V/def2-TZVPD) results for a cluster of 2 separate species, C3H5N3 in total in a non-equilibrium geometry.

Geometry as XYZ:
```
11
Properties=species:S:1:pos:R:3
C 0.14393 1.94200 1.00514
C -0.68628 1.76850 -0.18459
N -1.32015 1.60251 -1.13819
N -0.30649 -3.38497 -0.24972
N 0.10658 -2.26096 -0.56124
C 0.48691 -1.13388 -0.67285
H 0.61830 0.98685 1.25051
H 0.91971 2.68687 0.81047
H -0.46602 2.27342 1.84887
H 0.30846 -4.08550 -0.67209
H 0.23407 -0.41999 -1.44499
```

The relative energy (zero: lowest compared OMol25 entry of this formula, charge and spin) comes out at 3.531 eV. Its charge is 0. The value obtained for the HOMO-LUMO gap is 9.937 eV. The molar mass is 83.09 g mol⁻¹. As for the strongest force on any atom: 1.2 eV/Å.

Atom charges from the natural (NBO) analysis, given in e for atoms 1 to 5: number 1, C, carries -0.73; number 2, C, carries 0.30; number 3, N, carries -0.35; number 4, N, carries -0.47; number 5, N, carries -0.01

# 4
DFT (ωB97M-V/def2-TZVPD) results for a cluster of 2 separate species, C10H16 in total in a non-equilibrium geometry.

Geometry as XYZ:
```
26
Properties=species:S:1:pos:R:3
C 2.02071 1.94217 1.07548
C 0.97321 1.15005 0.23214
C 0.17727 0.20392 1.09052
C -0.72537 0.65508 2.03989
C -1.35937 -0.24975 2.89948
C -1.09528 -1.60028 2.81101
C -0.21596 -2.06239 1.83793
C 0.38631 -1.16447 0.97248
H 2.16711 1.44983 2.03733
H 1.73054 2.97699 1.25931
H 2.98283 1.93117 0.56677
H 0.32484 1.81477 -0.33395
H 1.56335 0.56725 -0.46917
H -0.96089 1.70548 2.13291
H -2.01069 0.17781 3.64319
H -1.56910 -2.27829 3.50283
H -0.06260 -3.13108 1.78927
H 1.01246 -1.52362 0.16207
C -0.24946 -0.17109 -2.78803
C -1.07441 -0.45160 -4.06189
H 0.05204 -1.09720 -2.30063
H 0.63210 0.42859 -2.97891
H -0.87675 0.33643 -2.05971
H -0.43148 -0.74852 -4.88657
H -1.65445 0.43213 -4.31000
H -1.73696 -1.29336 -3.86375
```

The relative energy (zero: lowest compared OMol25 entry of this formula, charge and spin) comes out at 0.335 eV. Its charge is 0. The value obtained for the HOMO-LUMO gap is 10.009 eV. The molar mass is 136.24 g mol⁻¹. As for the strongest force on any atom: 1.1 eV/Å.

Atom charges from the natural (NBO) analysis, given in e for atoms 1 to 5: number 1, C, carries -0.61; number 2, C, carries -0.43; number 3, C, carries -0.02; number 4, C, carries -0.22; number 5, C, carries -0.20

# 5
DFT (ωB97M-V/def2-TZVPD) results for the ion C8H8IN6 with charge +1 in a non-equilibrium geometry.

Geometry as XYZ:
```
23
Properties=species:S:1:pos:R:3
C -0.54226 1.97313 0.52395
C -2.57732 1.23945 1.03353
C -0.06571 0.66180 0.36995
C -1.04416 -0.28876 0.56959
C 1.07571 -0.06141 0.01570
C 3.38081 -0.11007 0.51595
C -1.21912 -2.84652 0.54491
C 2.72126 1.18070 -1.38022
N -1.74814 2.23266 0.85107
N -2.33216 -0.01564 0.81628
N 1.41842 -2.42270 -0.14662
N -0.56227 -1.52098 0.42595
N 2.43198 0.33292 -0.21560
N 0.78194 -1.42644 0.05794
I 5.37010 -0.03708 0.21088
H 0.03545 2.94048 0.51836
H -3.58937 1.48082 1.32027
H -2.01374 -2.91405 1.16987
H -1.67878 -2.99078 -0.47209
H -0.32836 -3.45358 0.93662
H 2.62234 2.14140 -1.09698
H 3.78042 1.02555 -1.77904
H 2.00985 0.96626 -2.11674
```

The relative energy (zero: lowest compared OMol25 entry of this formula, charge and spin) comes out at 0.506 eV. Its charge is +1. The value obtained for the HOMO-LUMO gap (spin up / spin down) is 5.003 / 6.793 eV. The molar mass is 315.10 g mol⁻¹. As for the strongest force on any atom: 4.6 eV/Å.

Atom charges from the natural (NBO) analysis, given in e for atoms 1 to 5: number 1, C, carries 0.12; number 2, C, carries 0.30; number 3, C, carries -0.21; number 4, C, carries 0.41; number 5, C, carries 0.24

# 6
DFT (ωB97M-V/def2-TZVPD) results for a structure of composition C17H34BiNO2P2 in a non-equilibrium geometry.

Geometry as XYZ:
```
57
Properties=species:S:1:pos:R:3
C 1.00175 -1.27953 -4.44858
C 1.08178 -0.89289 -3.10113
N -0.12181 -0.74851 -2.44683
C -1.32201 -0.99289 -2.96161
C -1.41041 -1.36897 -4.29701
C -0.23020 -1.50251 -5.03210
C 2.30508 -0.56189 -2.42824
P 2.47758 -0.33750 -0.67780
Bi -0.01554 -0.13857 -0.28488
P -2.51398 0.02933 -0.54062
C -2.54502 -1.00387 -2.04999
O 1.82785 2.20709 -3.21017
O -0.80743 2.66927 -2.90222
H 1.92509 -1.39890 -4.98330
H -2.37833 -1.56402 -4.70941
H -0.27799 -1.79936 -6.07559
C 3.08863 -1.72790 0.23372
C 3.40138 1.11108 -0.26011
H -3.43259 -0.69430 -2.59871
H -2.70468 -2.03297 -1.69342
H 2.06407 1.27873 -2.94741
H 3.23237 -0.81614 -2.93750
C -3.34842 -0.78680 0.78010
C -3.13411 1.62925 -0.86892
H 0.43499 1.63951 -0.31769
H -0.72372 3.56921 -2.54131
H 0.13273 2.43338 -3.13813
H 2.18457 2.28787 -4.10778
H -0.14232 -1.82700 0.19485
H -0.15617 1.43380 -1.23060
H 4.11872 -1.84739 -0.09930
H 3.06237 -1.52497 1.31154
H 2.51537 -2.63615 0.02028
H 4.43393 0.86063 -0.51093
H 3.07594 1.97414 -0.84838
H 3.32432 1.33166 0.81108
H -4.18888 1.47596 -1.10202
H -3.04304 2.26862 0.01873
H -2.60136 2.08759 -1.71191
H -4.39082 -0.83129 0.47406
H -2.95668 -1.79488 0.95879
H -3.24713 -0.20330 1.70329
C 1.25226 -0.72304 4.99816
C 0.00071 0.00189 4.47691
C -1.25251 -0.72258 4.99764
C 0.00008 1.44554 4.99843
C -0.00100 0.00052 3.06879
C 0.00688 0.02484 1.85517
H 1.28156 -0.74010 6.09162
H 2.15773 -0.22676 4.64795
H 1.27473 -1.75562 4.64802
H -1.28238 -0.73973 6.09129
H -2.15840 -0.22621 4.64754
H -1.27547 -1.75542 4.64731
H 0.88225 1.98146 4.64817
H -0.88228 1.98128 4.64835
H -0.00007 1.47941 6.09186
```

The relative energy (zero: lowest compared OMol25 entry of this formula, charge and spin) comes out at 5.448 eV. Its charge is 0. The value obtained for the HOMO-LUMO gap (spin up / spin down) is 4.972 / 4.921 eV. The molar mass is 555.39 g mol⁻¹. As for the strongest force on any atom: 5.1 eV/Å.

Atom charges from the natural (NBO) analysis, given in e for atoms 1 to 5: number 1, C, carries -0.29; number 2, C, carries 0.26; number 3, N, carries -0.63; number 4, C, carries 0.27; number 5, C, carries -0.31